Record 1
A molecular structure, C43H41Br2N2O7PPdS in a non-equilibrium geometry, computed with ωB97M-V with the def2-TZVPD basis set.

Geometry (Å):
Pd 0.4910 -0.4211 -0.3490
C -0.3046 1.1446 -3.5271
C 0.0647 2.0215 -2.3746
C 0.0222 3.4605 -2.5833
C 0.1396 4.5098 -1.7175
C 0.1310 4.4625 -0.3155
C 0.0611 5.6299 0.4666
Br 0.1286 7.3227 -0.2847
C -0.1004 5.5748 1.8575
C 0.0969 4.3912 2.5158
Br -0.0521 4.3752 4.3550
C 0.6344 3.1819 1.8135
O 0.2481 0.4814 1.8209
C 0.0286 3.1231 0.3841
N 0.4947 1.4262 -1.3242
H -1.3171 1.3742 -3.8707
H -0.2608 0.0995 -3.2456
H 0.3807 1.3298 -4.3592
H -0.1304 3.7401 -3.6210
H 0.1476 5.4922 -2.1728
H -0.3355 6.4805 2.4033
O 2.6976 -1.0513 -2.0255
N 1.3797 -1.5735 -2.0180
C 1.4217 -2.8449 -2.0738
C 0.2604 -3.7355 -2.0010
C 0.4884 -5.0021 -2.5301
C -0.4919 -5.9785 -2.5123
C -1.7116 -5.7002 -1.9252
C -1.9485 -4.4467 -1.3749
C -0.9849 -3.4500 -1.4123
P -1.4402 -1.8576 -0.6624
C -2.4921 -1.0861 -1.9368
C -2.4180 -1.4810 -3.2732
C -3.1837 -0.8404 -4.2407
C -4.0248 0.2045 -3.8855
C -4.0985 0.6122 -2.5576
C -3.3341 -0.0254 -1.5908
C -2.5509 -2.0982 0.7424
C -2.0907 -1.9846 2.0542
C -2.9679 -2.1750 3.1140
C -4.3015 -2.4778 2.8758
C -4.7680 -2.5754 1.5706
C -3.9017 -2.3794 0.5081
H 2.6407 -0.2688 -2.5899
H 2.3969 -3.3077 -2.2064
H 1.4585 -5.2221 -2.9619
H -0.2944 -6.9560 -2.9322
H -2.4816 -6.4588 -1.8769
H -2.8953 -4.2650 -0.8848
H -1.7756 -2.3050 -3.5607
H -3.1314 -1.1675 -5.2719
H -4.6331 0.6916 -4.6376
H -4.7720 1.4135 -2.2750
H -3.4091 0.2849 -0.5536
H -1.0499 -1.7672 2.2415
H -2.6004 -2.1023 4.1305
H -4.9791 -2.6405 3.7053
H -5.8085 -2.8052 1.3786
H -4.2864 -2.4368 -0.5029
O 1.0579 -4.3772 0.8797
C 1.4019 -3.2269 1.0543
O 0.5795 -2.2143 0.7996
C 2.7620 -2.9109 1.6031
C 3.5659 -3.9784 1.9646
C 4.8461 -3.7891 2.4932
C 5.2678 -2.4957 2.6378
O 6.4638 -2.0521 3.1267
C 6.4358 -0.6280 3.0495
O 5.1405 -0.2480 2.5480
C 4.4742 -1.4272 2.2871
C 3.2220 -1.5941 1.7680
H 3.1716 -4.9752 1.8245
H 5.4785 -4.6200 2.7760
H 7.2090 -0.2836 2.3652
H 6.5815 -0.2059 4.0414
H 2.6067 -0.7465 1.5159
C -3.7717 2.5338 1.2538
C -2.4476 3.2931 1.2786
C -1.4395 2.6288 0.3374
S 0.1746 1.6333 2.7685
O 0.9333 2.2099 -0.2636
C 2.2006 3.3592 1.9587
C 3.1821 2.5019 1.1449
C 3.6644 3.1762 -0.1359
H -4.5040 3.0152 1.9011
H -3.6373 1.5082 1.6065
H -4.1886 2.5029 0.2436
H -2.0803 3.3077 2.3102
H -2.6147 4.3333 0.9835
H -1.8022 2.7797 -0.6804
H -1.4418 1.5544 0.5063
H 2.3880 3.1904 3.0206
H 2.4319 4.4147 1.7810
H 2.7702 1.5188 0.9304
H 4.0375 2.3233 1.7920
H 2.8438 3.3949 -0.8239
H 4.3767 2.5372 -0.6586
H 4.1737 4.1156 0.0920

Its frontier orbital gap (spin up / spin down) is 3.88 / 2.29 eV. The spin multiplicity is 5. For the HOMO energy (spin up / spin down), the calculation gives -11.70 / -11.69 eV. Its total charge is +2.

Löwdin population analysis, charges in e, atoms 1 to 5: atom 1 (Pd): 0.88, atom 2 (C): 0.00, atom 3 (C): -0.27, atom 4 (C): 0.09, atom 5 (C): 0.00

Record 2
2 unconnected molecules or ions with the total composition C4H4O4 in a non-equilibrium geometry, computed with ωB97M-V with the def2-TZVPD basis set.

Geometry (Å):
O -2.2639 0.5063 -1.3554
C -1.4769 0.4754 -0.4897
C -0.3579 0.3685 0.2278
C 0.1282 -1.0999 0.4813
O -0.6516 -1.6125 1.5663
H 0.1989 1.0824 0.6938
H 1.2213 -1.0844 0.4332
H -0.2313 -1.6862 -0.4290
H -0.0061 -2.0189 2.2248
O 1.8241 0.7669 -1.2971
C 1.0677 1.6245 -1.0701
O 0.5475 2.6779 -0.9858

The calculation puts the energy above the lowest of the compared OMol25 structures with the same formula, charge and spin at 52.3 kcal/mol. Its frontier orbital gap is 9.89 eV. For the HOMO energy, the calculation gives -9.49 eV. The SMILES is O=C=CCO.O=C=O.

Löwdin population analysis, charges in e, atoms 1 to 5: atom 1 (O): 0.20, atom 2 (C): -0.14, atom 3 (C): -0.10, atom 4 (C): -0.22, atom 5 (O): -0.08

Record 3
9 unconnected molecules or ions with the total composition C4H24NO11 in a non-equilibrium geometry, computed with ωB97M-V with the def2-TZVPD basis set.

Geometry (Å):
C -1.0787 -0.1914 1.2976
C -2.0800 -1.1551 0.5748
C -3.1702 -1.8295 1.4891
O -2.6077 -0.5755 -0.6643
N -0.0241 0.1412 0.3673
C 0.3719 1.5012 -0.1162
O 1.0662 1.4699 -1.1568
O -0.2249 2.4167 0.4901
H -1.6270 0.6283 1.8322
H -0.4868 -0.7698 2.1453
H -1.6100 -2.1824 0.1650
H -3.7385 -1.2678 2.1479
H -2.7448 -2.5874 2.0818
H -3.8827 -2.2748 0.8048
H -3.0466 0.2183 -0.5644
H -0.1117 -0.5029 -0.4754
H 1.6843 0.9030 -3.2050
H 2.5620 1.6984 -2.4520
O 2.5242 1.3722 -3.3295
H 0.9734 0.1791 2.3378
H 2.2280 0.5235 1.5377
O 1.8596 0.4875 2.4135
H 3.0859 -1.7446 2.8174
H 3.7464 -1.9516 1.4803
O 3.1589 -2.4020 2.1048
H 2.0002 3.0077 -1.2328
H 1.5273 3.3678 0.2941
O 1.8962 3.6556 -0.4858
H -0.6371 2.5789 -2.2908
H -0.3082 3.6397 -1.1586
O -0.9022 3.5385 -1.9638
H 2.5178 -2.3948 0.3282
H 2.4369 -1.5642 -0.9732
O 2.1509 -2.4464 -0.5390
H -2.7097 2.9380 -0.9584
H -2.4458 1.9923 -2.1160
O -3.0585 2.0457 -1.1829
H 0.0210 -4.5111 -1.2561
H 0.6859 -3.6408 -0.2161
O -0.0017 -4.3113 -0.3725

The calculation puts the energy above the lowest of the compared OMol25 structures with the same formula, charge and spin at 108.5 kcal/mol. Its frontier orbital gap is 8.28 eV. For the HOMO energy, the calculation gives -5.68 eV. Its total charge is -1.

Löwdin population analysis, charges in e, atoms 1 to 5: atom 1 (C): -0.18, atom 2 (C): -0.35, atom 3 (C): -0.06, atom 4 (O): -0.05, atom 5 (N): -0.01

Record 4
A molecular structure, C30H30BrN7O2STl, computed with ωB97M-V with the def2-TZVPD basis set.

Geometry (Å):
Tl -0.8929 0.1635 -0.3294
C -2.6761 -2.2648 -4.2701
C -2.3887 -1.7967 -2.8749
N -1.8478 -0.6621 -2.6041
N -1.4756 0.0873 -3.6951
C -1.1398 1.3220 -3.4341
N -0.7457 2.0593 -4.4982
S -1.1239 2.1692 -1.9062
C -2.6757 -2.7388 -1.7536
C -2.6371 -4.1114 -1.9805
C -2.8540 -4.9742 -0.9189
C -3.1234 -4.4450 0.3309
C -3.1582 -3.0659 0.4597
N -2.9361 -2.2276 -0.5488
H -2.7693 -1.4184 -4.9406
H -3.5871 -2.8624 -4.2906
H -1.8591 -2.8901 -4.6406
H -0.8884 1.6726 -5.4162
H -0.6000 3.0465 -4.3945
H -2.4251 -4.4995 -2.9658
H -2.8182 -6.0449 -1.0702
H -3.3070 -5.0777 1.1878
H -3.3740 -2.6115 1.4207
Br -0.9547 -0.6437 2.7831
C -0.0567 -2.2539 2.3319
C 0.1318 -3.1239 3.3641
C 0.8214 -4.3340 3.1531
C 1.3047 -4.6182 1.9148
C 1.1116 -3.7258 0.8310
C 1.6298 -4.0738 -0.4403
C 1.4442 -3.2592 -1.5114
C 0.7137 -2.0624 -1.3523
C 0.2042 -1.6766 -0.1402
C 0.4032 -2.5012 1.0062
H -0.2424 -2.8775 4.3475
H 0.9676 -5.0162 3.9791
H 1.8486 -5.5363 1.7320
H 2.1715 -5.0062 -0.5379
H 1.8371 -3.5241 -2.4842
H 0.5477 -1.4556 -2.2355
O 5.5600 3.8118 1.2433
C 5.5606 2.8355 0.2231
C 4.1678 2.2953 0.0557
C 3.9286 1.2200 -0.7891
C 2.6396 0.7396 -0.9062
N 1.6007 1.2717 -0.2655
C 1.8186 2.3238 0.5200
C 3.0900 2.8507 0.7239
C 0.6288 2.9217 1.2026
C 0.7080 4.1781 1.7889
C -0.3776 4.7062 2.4711
C -0.2723 6.0613 3.1274
O 0.7370 6.0812 4.1203
C -1.5246 3.9332 2.5527
C -1.5394 2.7067 1.9150
N -0.5077 2.2095 1.2384
H 6.4552 4.1390 1.3677
H 6.2370 2.0075 0.4598
H 5.8813 3.2637 -0.7340
H 4.7327 0.7466 -1.3381
H 2.4312 -0.1167 -1.5345
H 3.2667 3.6644 1.4084
H 1.6150 4.7603 1.7185
H -1.2447 6.3650 3.5252
H 0.0287 6.8025 2.3866
H 0.4580 5.5376 4.8645
H -2.4004 4.2784 3.0863
H -2.4256 2.0866 1.9583
N -3.2022 0.7501 0.0376
H -3.3340 1.7346 -0.1709
H -3.7231 0.4897 0.8684
H -3.5742 0.2031 -0.7329

The calculation puts the energy above the lowest of the compared OMol25 structures with the same formula, charge and spin at 0.0 kcal/mol. Its frontier orbital gap is 8.01 eV. For the HOMO energy, the calculation gives -10.43 eV. Its total charge is +1.

Löwdin population analysis, charges in e, atoms 1 to 5: atom 1 (Tl): 0.76, atom 2 (C): -0.02, atom 3 (C): -0.27, atom 4 (N): -0.04, atom 5 (N): -0.01

Record 5
9 unconnected molecules or ions with the total composition C36H90O18 in a non-equilibrium geometry, computed with ωB97M-V with the def2-TZVPD basis set.

Geometry (Å):
C -0.1045 1.1262 3.0410
O -0.5487 2.1717 3.8484
C -0.9144 3.3286 3.1050
C -1.5308 4.3185 4.0577
O -0.6353 4.9595 4.9402
C 0.1655 5.8935 4.2628
H -0.9177 0.6380 2.4833
H 0.3162 0.3584 3.6923
H 0.6708 1.3093 2.2854
H -1.6378 3.0352 2.3339
H -0.0165 3.7060 2.6041
H -2.2727 3.8192 4.6846
H -2.1605 5.0279 3.5025
H -0.4002 6.7070 3.7980
H 0.8133 5.4522 3.5013
H 0.8337 6.3928 4.9645
C 3.2846 -2.5117 -1.4145
O 3.2420 -2.1482 -2.7781
C 1.9504 -1.7642 -3.1935
C 1.9575 -1.5707 -4.6935
O 2.4033 -2.6624 -5.4800
C 1.6720 -3.8288 -5.1900
H 2.4506 -3.1400 -1.0938
H 3.5145 -1.6776 -0.7473
H 4.1411 -3.1950 -1.3533
H 1.6658 -0.7596 -2.8363
H 1.1572 -2.4166 -2.8166
H 2.5666 -0.7252 -4.9946
H 0.9130 -1.3283 -4.9376
H 1.9053 -4.6175 -5.8997
H 0.5958 -3.6138 -5.2100
H 1.8941 -4.1968 -4.1815
C -0.2378 1.5993 -4.4775
O 1.0481 1.5955 -5.0382
C 1.9914 2.2845 -4.2535
C 3.3287 2.3481 -4.9463
O 3.2300 3.1035 -6.1255
C 4.4383 3.2201 -6.8207
H -0.8564 0.8773 -5.0058
H -0.6849 2.5975 -4.5601
H -0.2571 1.3254 -3.4147
H 2.0627 1.7968 -3.2755
H 1.7009 3.3330 -4.0935
H 3.6907 1.3383 -5.1817
H 4.0486 2.8163 -4.2622
H 4.8036 2.2413 -7.1517
H 5.2214 3.7299 -6.2497
H 4.2513 3.8014 -7.7225
C -0.9548 6.6558 -3.3958
O -1.8384 5.5964 -3.7348
C -1.9251 4.6478 -2.6954
C -3.1679 3.7771 -2.8676
O -3.4191 3.1263 -1.6248
C -4.5315 2.2488 -1.8126
H -1.1166 6.9839 -2.3670
H -1.2061 7.5143 -4.0217
H 0.0770 6.3724 -3.6166
H -2.0071 5.1045 -1.7043
H -1.0575 3.9811 -2.7326
H -2.9966 3.0678 -3.6854
H -4.0294 4.3742 -3.1858
H -4.4737 1.7240 -2.7721
H -5.4818 2.7666 -1.6871
H -4.3862 1.4290 -1.1015
C 0.5102 2.3823 -0.5524
O 0.0913 1.0613 -0.6514
C -1.3115 0.9367 -0.8082
C -1.7716 -0.4929 -0.6794
O -1.1172 -1.3373 -1.5911
C -1.4261 -2.6960 -1.4110
H -0.0458 3.0158 0.1529
H 0.2598 2.9152 -1.4938
H 1.5879 2.5365 -0.5454
H -1.6570 1.3928 -1.7413
H -1.7831 1.5477 -0.0267
H -2.8122 -0.3252 -0.9874
H -1.7047 -0.8781 0.3362
H -0.9113 -3.2508 -2.1907
H -2.5061 -2.8825 -1.4493
H -1.1423 -3.0416 -0.4082
C -0.5858 -5.2312 0.8275
O -1.0916 -6.4431 1.3599
C -2.4921 -6.5271 1.3101
C -3.1144 -5.7846 2.5112
O -4.5101 -5.9471 2.4298
C -5.1747 -5.1552 3.3641
H -0.8104 -5.2058 -0.2427
H 0.4993 -5.2842 0.9015
H -0.8574 -4.3379 1.3920
H -2.7479 -7.5739 1.4709
H -2.9281 -6.1415 0.3865
H -2.8193 -4.7321 2.4142
H -2.7032 -6.1657 3.4490
H -4.9474 -5.4485 4.3969
H -6.2611 -5.1803 3.2765
H -4.9394 -4.0823 3.3251
C 5.1074 4.0522 5.1444
O 5.1572 3.9897 3.7308
C 3.8763 4.1491 3.1817
C 3.8185 4.0153 1.6775
O 4.0822 2.7288 1.1930
C 5.4007 2.4480 0.7645
H 6.1258 4.1150 5.5189
H 4.6755 3.1305 5.5490
H 4.5056 4.9005 5.4765
H 3.3830 5.0910 3.4682
H 3.2336 3.3578 3.6027
H 4.3387 4.8151 1.1390
H 2.7661 4.2233 1.4505
H 5.4979 1.3673 0.6868
H 6.1514 2.7909 1.4810
H 5.5662 2.9198 -0.2085
C 1.1683 -1.5927 1.3329
O 1.4249 -2.9822 1.2612
C 2.6047 -3.3217 1.9765
C 2.3827 -3.4539 3.4690
O 3.5989 -3.9152 4.0418
C 3.5344 -3.8237 5.4510
H 0.2386 -1.3011 0.8443
H 1.9612 -1.0488 0.8129
H 1.0713 -1.2625 2.3701
H 3.3689 -2.5637 1.7740
H 2.9915 -4.2344 1.5235
H 1.5854 -4.1643 3.7153
H 2.1520 -2.4852 3.9267
H 3.5552 -2.7990 5.8256
H 4.3933 -4.3301 5.8938
H 2.6665 -4.4073 5.7741
C -5.0181 -4.0377 -1.4060
O -4.9099 -2.9251 -0.5495
C -5.2918 -3.3026 0.7585
C -5.2896 -2.1202 1.6948
O -4.0733 -1.4103 1.7435
C -3.0070 -2.1322 2.2946
H -4.6280 -3.7850 -2.3922
H -6.0585 -4.3416 -1.5583
H -4.4383 -4.8941 -1.0453
H -4.5838 -4.0648 1.1135
H -6.2895 -3.7569 0.7835
H -5.6720 -2.4101 2.6834
H -6.0381 -1.3793 1.3963
H -2.2412 -1.4135 2.5900
H -2.5857 -2.8738 1.6047
H -3.2749 -2.6704 3.2142

The calculation puts the energy above the lowest of the compared OMol25 structures with the same formula, charge and spin at 27.2 kcal/mol. Its frontier orbital gap is 9.72 eV. For the HOMO energy, the calculation gives -9.28 eV. The SMILES is COCCOC.COCCOC.COCCOC.COCCOC.COCCOC.COCCOC.COCCOC.COCCOC.COCCOC.

Löwdin population analysis, charges in e, atoms 1 to 5: atom 1 (C): -0.13, atom 2 (O): -0.16, atom 3 (C): -0.20, atom 4 (C): -0.21, atom 5 (O): -0.15

Record 6
2 unconnected molecules or ions with the total composition C2H7NO in a non-equilibrium geometry, computed with ωB97M-V with the def2-TZVPD basis set.

Geometry (Å):
C 0.6790 -0.4823 -1.4080
C -0.6023 -1.4308 -1.5682
O -1.4292 -1.5265 -0.7174
H 1.1579 -0.2994 -2.4571
H 1.4289 -1.1599 -1.0074
H 0.5479 0.4066 -0.8711
H -0.5510 -1.9610 -2.4867
N 0.8085 2.5914 3.0869
H -0.0549 3.2037 2.9776
H 1.2556 2.1858 2.2654
H 1.5297 3.1748 3.5674

The calculation puts the energy above the lowest of the compared OMol25 structures with the same formula, charge and spin at 27.3 kcal/mol. Its frontier orbital gap is 10.72 eV. For the HOMO energy, the calculation gives -9.83 eV. The SMILES is CC=O.N.

Löwdin population analysis, charges in e, atoms 1 to 5: atom 1 (C): -0.05, atom 2 (C): -0.29, atom 3 (O): 0.05, atom 4 (H): 0.10, atom 5 (H): 0.06

no.,electronic energy (eV)
1,-226236.7039
2,-12401.0382
3,-28550.7505
4,-131689.1627
5,-75634.5026
6,-5724.0586